# 1
Density functional theory data (ωB97M-V with the def2-TZVPD basis set) for a cluster of 3 separate species, CH2ClNSi in total in a non-equilibrium geometry.

Geometry as XYZ:
```
6
CH2ClNSi | OMol25 | ωB97M-V with the def2-TZVPD basis set
C -2.56 -1.20 -0.09
N -3.28 -2.02 -0.05
Si 0.84 -0.14 0.26
Cl 0.33 -2.22 -0.16
H 2.26 -0.30 0.14
H -1.31 -0.47 0.04
```

Results
**Total charge**: 0
**LUMO level**: -2.0 eV
**Gap between HOMO and LUMO**: 0.303 hartree

Okay, here come the natural (NBO) numbers, in e, for every atom:
1 C 0.0768
2 N -0.3955
3 Si 0.8509
4 Cl -0.4363
5 H -0.2664
6 H 0.1705


# 2
Density functional theory data (ωB97M-V with the def2-TZVPD basis set) for a structure of composition C32H23CdClN4PS2 in a non-equilibrium geometry.

Geometry as XYZ:
```
64
C32H23CdClN4PS2 | OMol25 | ωB97M-V with the def2-TZVPD basis set
Cd 1.05 -0.47 0.40
S 3.36 0.72 0.19
C 3.65 1.04 1.87
C 4.98 1.30 2.19
C 5.39 1.61 3.48
C 6.76 1.82 3.72
N 7.90 1.96 3.85
C 4.42 1.67 4.50
C 3.09 1.41 4.19
C 2.67 1.08 2.90
S 0.98 0.78 2.68
C 4.81 2.02 5.81
N 5.13 2.32 6.87
H 5.70 1.27 1.39
H 2.35 1.45 4.98
N -2.10 2.44 -0.84
P -1.72 0.83 -0.32
C -3.48 0.37 0.00
C -4.47 0.64 -0.93
C -5.80 0.44 -0.61
C -6.14 -0.06 0.64
C -5.15 -0.37 1.55
C -3.82 -0.15 1.24
C -1.58 -0.02 -1.94
C -1.90 -1.37 -1.99
C -1.77 -2.07 -3.17
C -1.31 -1.43 -4.31
C -0.97 -0.08 -4.26
C -1.10 0.62 -3.07
C -1.00 3.26 -0.78
C -1.05 4.65 -0.84
C 0.15 5.34 -0.77
C 1.33 4.63 -0.68
C 1.28 3.24 -0.65
N 0.14 2.57 -0.70
H -3.01 2.84 -0.64
H -4.19 1.02 -1.91
H -6.57 0.68 -1.34
H -7.18 -0.20 0.89
H -5.41 -0.76 2.53
H -3.04 -0.38 1.95
H -2.26 -1.87 -1.10
H -2.03 -3.12 -3.21
H -1.21 -1.98 -5.24
H -0.59 0.41 -5.14
H -0.83 1.67 -3.03
H -2.00 5.16 -0.91
H 0.15 6.42 -0.79
H 2.28 5.13 -0.62
H 2.17 2.64 -0.58
Cl 1.46 -3.03 1.94
C 1.00 -4.03 0.60
C 0.50 -5.29 0.85
C 0.09 -6.09 -0.21
C 0.18 -5.60 -1.50
C 0.68 -4.34 -1.74
C 1.12 -3.50 -0.70
C 1.70 -2.20 -0.93
H 0.41 -5.65 1.86
H -0.29 -7.08 -0.03
H -0.13 -6.22 -2.33
H 0.77 -3.98 -2.76
H 1.71 -1.92 -1.99
H 2.71 -2.15 -0.52
```

Results
**Total charge**: -1
**LUMO level**: 2.2 eV
**Gap between HOMO and LUMO**: 0.240 hartree

Okay, here come the natural (NBO) numbers, in e, for every atom:
1 Cd 1.3566
2 S -0.5202
3 C -0.0567
4 C -0.2128
5 C -0.1794
6 C 0.3095
7 N -0.3527
8 C -0.1816
9 C -0.1672
10 C -0.2287
11 S -0.4557
12 C 0.2949
13 N -0.3504
14 H 0.2250
15 H 0.2240
16 N -0.9063
17 P 1.0140
18 C -0.2628
19 C -0.2484
20 C -0.2054
21 C -0.2136
22 C -0.2157
23 C -0.2175
24 C -0.2670
25 C -0.2430
26 C -0.1996
27 C -0.2225
28 C -0.2130
29 C -0.2303
30 C 0.3740
31 C -0.3103
32 C -0.1431
33 C -0.3073
34 C 0.0773
35 N -0.5046
36 H 0.4103
37 H 0.2204
38 H 0.2076
39 H 0.2084
40 H 0.2129
41 H 0.2273
42 H 0.2183
43 H 0.2135
44 H 0.2067
45 H 0.2080
46 H 0.2213
47 H 0.2077
48 H 0.2085
49 H 0.2192
50 H 0.2403
51 Cl -0.0037
52 C -0.0554
53 C -0.2250
54 C -0.2524
55 C -0.2340
56 C -0.1745
57 C -0.0643
58 C -0.9460
59 H 0.2176
60 H 0.2041
61 H 0.2008
62 H 0.1982
63 H 0.2101
64 H 0.2345


# 3
Density functional theory data (ωB97M-V with the def2-TZVPD basis set) for a cluster of 2 separate species, C5H8O in total in a non-equilibrium geometry.

Geometry as XYZ:
```
14
C5H8O | OMol25 | ωB97M-V with the def2-TZVPD basis set
C -3.28 -0.37 -0.28
C -0.70 0.80 0.70
C 0.22 0.07 0.07
C 1.18 0.48 -1.07
C 0.75 -1.18 0.75
O -2.82 0.62 -0.65
H -0.91 1.79 0.35
H -1.38 0.36 1.44
H 2.26 0.63 -0.95
H 0.74 1.44 -1.41
H 0.93 -0.22 -1.80
H 0.29 -1.58 1.68
H 1.75 -0.84 1.08
H 0.96 -2.00 0.08
```

Results
**Total charge**: 0
**2S+1**: 3
**⟨S²⟩**: 2.0059
**LUMO level (spin up / spin down)**: 1.1 / -1.7 eV
**Gap between HOMO and LUMO (spin up / spin down)**: 0.219 / 0.356 hartree

Okay, here come the natural (NBO) numbers, in e, for every atom:
1 C 0.5151
2 C -0.3269
3 C 0.0252
4 C -0.6698
5 C -0.6781
6 O -0.5059
7 H 0.1739
8 H 0.1752
9 H 0.2139
10 H 0.2056
11 H 0.2262
12 H 0.2134
13 H 0.2081
14 H 0.2241


# 4
Density functional theory data (ωB97M-V with the def2-TZVPD basis set) for an isolated molecule of C5H7NO.

Geometry as XYZ:
```
14
C5H7NO | OMol25 | ωB97M-V with the def2-TZVPD basis set
C -1.66 -1.04 0.24
C -0.28 -0.47 0.32
O 0.71 -1.36 0.62
C 1.90 -0.77 0.33
C 1.70 0.48 -0.14
C 0.28 0.70 -0.12
N -0.33 1.89 -0.54
H -2.43 -0.51 0.80
H -1.97 -1.05 -0.81
H -1.62 -2.07 0.59
H 2.79 -1.36 0.49
H 2.43 1.18 -0.52
H -0.72 2.49 0.16
H -0.82 1.90 -1.42
```

Results
**Total charge**: 0
**LUMO level**: 1.0 eV
**Structure (SMILES)**: Cc1occc1N
**Gap between HOMO and LUMO**: 0.343 hartree

Okay, here come the natural (NBO) numbers, in e, for every atom:
1 C -0.6599
2 C 0.2638
3 O -0.4122
4 C 0.0782
5 C -0.3127
6 C 0.0414
7 N -0.8725
8 H 0.2263
9 H 0.2223
10 H 0.2351
11 H 0.2016
12 H 0.2303
13 H 0.3805
14 H 0.3778


# 5
Density functional theory data (ωB97M-V with the def2-TZVPD basis set) for an isolated molecule of C26H42N2O.

Geometry as XYZ:
```
71
C26H42N2O | OMol25 | ωB97M-V with the def2-TZVPD basis set
C -5.84 1.11 4.74
C -5.03 -0.07 4.22
C -5.09 -0.22 2.70
C -4.40 0.92 1.94
C -4.42 0.68 0.43
C -3.84 1.85 -0.37
C -2.33 2.01 -0.20
C -1.79 3.15 -1.06
C -0.26 3.21 -1.09
C 0.35 3.55 0.27
C 1.86 3.79 0.20
C 2.68 2.62 -0.34
C 2.53 1.34 0.48
C 3.42 0.23 -0.06
C 3.25 -1.07 0.72
C 4.10 -2.18 0.11
O 5.10 -1.98 -0.54
N 3.66 -3.43 0.42
C 4.15 -4.59 -0.29
C 3.21 -4.97 -1.45
C 2.95 -3.76 -2.30
C 3.75 -3.27 -3.28
N 3.25 -2.09 -3.75
C 2.11 -1.78 -3.07
C 1.25 -0.70 -3.17
C 0.16 -0.66 -2.33
C -0.08 -1.68 -1.41
C 0.77 -2.76 -1.30
C 1.89 -2.83 -2.13
H -5.83 1.12 5.83
H -6.88 1.02 4.41
H -5.44 2.05 4.38
H -5.40 -0.99 4.67
H -3.98 0.05 4.52
H -4.62 -1.16 2.41
H -6.14 -0.27 2.39
H -3.37 0.99 2.29
H -4.90 1.86 2.16
H -5.46 0.52 0.12
H -3.87 -0.23 0.20
H -4.06 1.68 -1.43
H -4.34 2.77 -0.07
H -1.84 1.08 -0.48
H -2.10 2.21 0.85
H -2.19 4.10 -0.70
H -2.14 3.01 -2.09
H 0.13 2.25 -1.43
H 0.05 3.98 -1.81
H 0.15 2.74 0.98
H -0.13 4.45 0.66
H 2.22 4.03 1.21
H 2.05 4.66 -0.43
H 2.39 2.42 -1.37
H 3.73 2.91 -0.35
H 2.78 1.54 1.52
H 1.49 1.00 0.44
H 3.16 0.03 -1.11
H 4.47 0.53 -0.03
H 2.20 -1.37 0.72
H 3.57 -0.93 1.76
H 2.76 -3.53 0.86
H 5.13 -4.32 -0.69
H 4.26 -5.43 0.40
H 2.27 -5.35 -1.05
H 3.68 -5.76 -2.04
H 4.66 -3.67 -3.68
H 3.68 -1.51 -4.45
H 1.44 0.09 -3.89
H -0.53 0.16 -2.40
H -0.95 -1.62 -0.77
H 0.56 -3.55 -0.59
```

Results
**Total charge**: 0
**LUMO level**: 0.8 eV
**Structure (SMILES)**: CCCCCCCCCCCCCCCC(=O)NCCc1c[nH]c2ccccc12
**Gap between HOMO and LUMO**: 0.317 hartree

Okay, here come the natural (NBO) numbers, in e, for every atom:
1 C -0.6070
2 C -0.3880
3 C -0.3864
4 C -0.3992
5 C -0.3842
6 C -0.3874
7 C -0.3896
8 C -0.3902
9 C -0.3873
10 C -0.4031
11 C -0.3840
12 C -0.3919
13 C -0.3973
14 C -0.3882
15 C -0.4912
16 C 0.6995
17 O -0.6357
18 N -0.6239
19 C -0.2166
20 C -0.4251
21 C -0.1223
22 C 0.0073
23 N -0.5174
24 C 0.1207
25 C -0.2408
26 C -0.2180
27 C -0.2484
28 C -0.2219
29 C -0.0318
30 H 0.2087
31 H 0.1995
32 H 0.2006
33 H 0.1979
34 H 0.1921
35 H 0.1972
36 H 0.1915
37 H 0.1936
38 H 0.1939
39 H 0.1986
40 H 0.1907
41 H 0.1971
42 H 0.1930
43 H 0.1882
44 H 0.1970
45 H 0.1936
46 H 0.1954
47 H 0.1943
48 H 0.1974
49 H 0.1964
50 H 0.1993
51 H 0.1971
52 H 0.1963
53 H 0.1951
54 H 0.2017
55 H 0.1916
56 H 0.1946
57 H 0.2073
58 H 0.2137
59 H 0.2122
60 H 0.2226
61 H 0.3864
62 H 0.2307
63 H 0.1929
64 H 0.2029
65 H 0.2209
66 H 0.2116
67 H 0.4142
68 H 0.2147
69 H 0.2114
70 H 0.2110
71 H 0.2045


# 6
Density functional theory data (ωB97M-V with the def2-TZVPD basis set) for a structure of composition C35H75MnN2O2Sb2Si6.

Geometry as XYZ:
```
123
C35H75MnN2O2Sb2Si6 | OMol25 | ωB97M-V with the def2-TZVPD basis set
Mn -0.02 0.19 0.79
C -2.45 -3.22 2.68
O -1.55 -2.12 2.66
C -1.49 -1.47 3.91
C -0.43 -0.40 3.82
O -0.75 0.59 2.83
C -1.87 1.39 3.22
H -2.18 -3.92 3.47
H -2.39 -3.71 1.72
H -3.48 -2.87 2.85
H -1.22 -2.17 4.71
H -2.46 -1.04 4.17
H 0.53 -0.83 3.52
H -0.31 0.09 4.79
H -1.78 1.65 4.28
H -2.80 0.86 3.04
H -1.85 2.30 2.62
C -1.09 4.49 -1.63
Sb -1.42 2.92 -0.21
C 0.53 1.97 -0.23
C 1.10 1.81 -1.60
C 1.21 0.56 -2.23
C 1.77 0.47 -3.50
C 2.22 1.62 -4.12
C 2.07 2.81 -3.44
N 1.53 2.92 -2.23
Si 1.65 2.99 0.92
C 3.29 3.43 0.11
C 0.91 4.59 1.59
C 2.07 2.04 2.51
C -2.95 1.68 -1.31
C -2.87 0.21 -1.02
C -3.97 -0.62 -1.31
C -3.91 -1.99 -1.20
C -2.71 -2.58 -0.81
C -1.70 -1.72 -0.49
N -1.75 -0.37 -0.54
Si -3.01 1.92 -3.22
C -4.16 0.70 -4.08
C -1.36 1.61 -4.03
C -3.63 3.62 -3.72
Si -4.58 2.42 -0.56
C -4.82 1.74 1.17
C -4.51 4.29 -0.44
C -6.17 2.06 -1.50
H -0.18 4.98 -1.31
H -1.92 5.19 -1.61
H -0.92 4.11 -2.64
H 0.85 -0.33 -1.74
H 1.84 -0.49 -4.00
H 2.67 1.59 -5.11
H 2.41 3.74 -3.89
H 3.16 4.23 -0.62
H 3.74 2.59 -0.42
H 3.99 3.76 0.88
H 0.62 5.29 0.80
H 1.67 5.08 2.20
H 0.04 4.42 2.22
H 2.42 1.01 2.35
H 1.22 2.01 3.19
H 2.88 2.58 3.01
H -4.88 -0.16 -1.65
H -4.77 -2.60 -1.45
H -2.57 -3.65 -0.74
H -0.76 -2.13 -0.13
H -3.79 -0.33 -4.04
H -4.17 0.99 -5.14
H -5.19 0.71 -3.73
H -1.05 0.57 -3.88
H -0.55 2.25 -3.68
H -1.47 1.76 -5.11
H -4.68 3.78 -3.46
H -3.57 3.65 -4.81
H -3.04 4.44 -3.33
H -4.22 2.31 1.89
H -4.55 0.68 1.26
H -5.86 1.84 1.46
H -3.78 4.65 0.28
H -5.50 4.61 -0.08
H -4.34 4.78 -1.39
H -6.50 1.02 -1.48
H -6.16 2.39 -2.54
H -6.95 2.64 -0.99
C 3.33 -4.68 -1.20
Si 1.74 -3.76 -0.84
C 0.47 -4.91 -0.08
C 1.09 -3.08 -2.46
Sb 2.13 -1.86 0.85
Si 2.68 -3.28 2.93
C 3.57 -2.16 4.12
C 1.10 -3.93 3.69
C 3.72 -4.78 2.50
Si 4.51 -0.99 0.28
C 4.53 -0.38 -1.48
C 5.00 0.37 1.46
C 5.73 -2.39 0.51
H 3.10 -5.60 -1.74
H 3.88 -4.94 -0.30
H 3.97 -4.07 -1.84
H 0.23 -5.71 -0.78
H -0.46 -4.39 0.16
H 0.83 -5.38 0.84
H 0.95 -3.92 -3.15
H 1.82 -2.40 -2.90
H 0.14 -2.56 -2.37
H 3.00 -1.26 4.35
H 4.54 -1.84 3.71
H 3.77 -2.69 5.05
H 0.39 -3.13 3.89
H 1.34 -4.42 4.64
H 0.61 -4.66 3.05
H 4.63 -4.54 1.95
H 3.14 -5.50 1.91
H 4.01 -5.27 3.43
H 3.88 0.49 -1.62
H 4.23 -1.14 -2.20
H 5.55 -0.07 -1.73
H 4.47 1.30 1.28
H 6.07 0.56 1.31
H 4.85 0.09 2.51
H 5.49 -3.29 -0.05
H 5.82 -2.65 1.57
H 6.72 -2.04 0.18
```

Results
**Total charge**: +1
**2S+1**: 6
**⟨S²⟩**: 8.7589
**LUMO level (spin up / spin down)**: -1.9 / -2.1 eV
**Gap between HOMO and LUMO (spin up / spin down)**: 0.286 / 0.284 hartree

Mulliken population analysis, charges in e, atoms 1 to 99:
1 Mn 1.7018
2 C -0.9050
3 O 0.2534
4 C -1.2536
5 C -0.0767
6 O -0.2638
7 C -0.5918
8 H 0.3259
9 H 0.2088
10 H 0.2754
11 H 0.6217
12 H 0.4836
13 H -0.6301
14 H 0.5078
15 H 0.3848
16 H 0.0645
17 H 0.1164
18 C -1.7201
19 Sb -0.0836
20 C 0.8608
21 C 0.1530
22 C 1.7860
23 C -0.4534
24 C -1.0704
25 C -0.8657
26 N -0.1583
27 Si 0.9066
28 C -1.3287
29 C -1.2949
30 C -0.5327
31 C 2.9041
32 C -2.5734
33 C -0.7216
34 C -1.5330
35 C -1.0478
36 C -0.3040
37 N 2.0820
38 Si -0.0350
39 C -1.2565
40 C -0.6249
41 C -1.1330
42 Si 0.5506
43 C -1.1611
44 C -1.2607
45 C -1.2313
46 H 0.4977
47 H 0.5898
48 H 0.3770
49 H -1.6450
50 H 0.3422
51 H 0.5157
52 H 0.4422
53 H 0.3539
54 H 0.1919
55 H 0.4984
56 H 0.3349
57 H 0.3948
58 H 0.2769
59 H -0.3457
60 H 0.2068
61 H 0.6106
62 H 0.2890
63 H 0.5164
64 H 0.6670
65 H -0.5692
66 H 0.3368
67 H 0.4613
68 H 0.3213
69 H 0.1578
70 H -0.0751
71 H 0.5534
72 H 0.3184
73 H 0.4685
74 H 0.3516
75 H 0.2902
76 H 0.1910
77 H 0.5459
78 H 0.3003
79 H 0.5200
80 H 0.3655
81 H 0.4123
82 H 0.3411
83 H 0.5227
84 C -1.2174
85 Si 0.6927
86 C -0.6985
87 C -0.5987
88 Sb -1.5504
89 Si 0.6651
90 C -1.0854
91 C -0.2851
92 C -1.1243
93 Si 0.7739
94 C -0.5410
95 C -0.9367
96 C -1.0971
97 H 0.4577
98 H 0.2618
99 H 0.3094


Respective relative energy (zero: lowest compared OMol25 entry of this formula, charge and spin) values: 79.77 31.77 9.30 22.56 5.26 6.15 kcal per mole.